(1)
{
  "formula": "C2H4NO2S",
  "method": "ωB97M-V/def2-TZVPD",
  "s2": 2.01,
  "e_tot_ha": -681.78892,
  "homo_ev": [-1.1, -3.8],
  "lumo_energy_ev": [4.1, 2.8],
  "charge": -1,
  "largest_force_ev_per_a": 4.66,
  "multiplicity": 3,
  "e_above_lowest_ev": 3.951,
  "gap_ha": [0.1940, 0.2394],
  "species": ["C", "C", "N", "O", "O", "S", "H", "H", "H", "H"],
  "coordinates": [[0.03541, 0.91797, -0.54150], [0.32133, -0.13806, 1.79327], [0.25605, 0.60689, 2.65859], [1.30337, 0.38987, -0.50700], [0.03715, -1.13660, -2.26687], [-0.25585, -0.94069, -0.88133], [-0.09655, 1.56663, -1.36105], [-0.16454, 1.13363, 0.50576], [0.65629, -0.72545, 0.98613], [-2.09265, -1.67420, -0.38601]]
}


(2)
{
  "formula": "C14H14N2O3SYb",
  "method": "ωB97M-V/def2-TZVPD",
  "s2": 0.75,
  "e_tot_ha": -2433.90278,
  "homo_ev": [-11.7, -11.7],
  "lumo_energy_ev": [-3.5, -3.5],
  "charge": 1,
  "largest_force_ev_per_a": 0.77,
  "multiplicity": 2,
  "e_above_lowest_ev": 0.119,
  "gap_ha": [0.3009, 0.3011],
  "species": ["Yb", "C", "C", "O", "C", "C", "C", "C", "C", "C", "O", "H", "H", "H", "H", "H", "H", "H", "O", "S", "N", "N", "C", "C", "C", "C", "C", "C", "H", "H", "H", "H", "H", "H", "H"],
  "coordinates": [[-0.33888, 0.60648, 0.64948], [1.97234, -2.91234, -0.39546], [0.78405, -2.01101, -0.31036], [1.04021, -0.77260, -0.21517], [-0.56319, -2.51898, -0.33501], [-0.73513, -3.92812, -0.27371], [-1.96758, -4.51581, -0.32500], [-3.09868, -3.69911, -0.46924], [-2.98525, -2.33327, -0.55109], [-1.72950, -1.71658, -0.48066], [-1.69480, -0.38478, -0.54488], [2.87354, -2.31118, -0.45576], [1.89880, -3.57159, -1.26042], [2.02286, -3.54853, 0.49042], [0.13876, -4.55521, -0.16895], [-2.06845, -5.58909, -0.26051], [-4.08175, -4.15075, -0.51647], [-3.85224, -1.69978, -0.67229], [0.51649, 1.70605, 2.49830], [0.22267, 0.48554, 3.35891], [-0.48257, -0.60025, 2.65099], [-1.30635, 2.64827, -0.39824], [0.01438, 3.20624, -0.32657], [0.30473, 4.27087, 0.52053], [1.62522, 4.61818, 0.73193], [2.66174, 3.90548, 0.12865], [2.37008, 2.84347, -0.70216], [1.03821, 2.48329, -0.92894], [-2.01852, 3.24287, 0.00774], [-1.58339, 2.38861, -1.34034], [-0.49084, 4.81230, 1.01656], [1.85238, 5.44852, 1.38687], [3.68902, 4.18819, 0.31090], [3.15741, 2.28228, -1.18671], [0.81422, 1.68234, -1.63333]]
}


(3)
{
  "formula": "CHN3O3",
  "method": "ωB97M-V/def2-TZVPD",
  "e_tot_ha": -428.48819,
  "homo_ev": -10.5,
  "lumo_energy_ev": -0.4,
  "largest_force_ev_per_a": 5.16,
  "e_above_lowest_ev": 2.076,
  "gap_ha": 0.3737,
  "smiles": "O=c1nnon1O",
  "species": ["O", "C", "N", "N", "O", "N", "O", "H"],
  "coordinates": [[-0.15720, -2.15751, 0.09555], [0.32980, -1.02464, 0.08375], [1.73113, -0.45417, 0.48363], [1.63412, 0.85369, 0.39312], [0.46774, 1.30108, 0.09328], [-0.38776, 0.26043, -0.08926], [-1.50545, 0.38131, -0.87256], [-2.11239, 0.83982, -0.18750]]
}


(4)
{
  "formula": "C18H10Cl3MnN4O2S2Si",
  "method": "ωB97M-V/def2-TZVPD",
  "s2": 3.93,
  "e_tot_ha": -4679.18261,
  "homo_ev": [-4.9, -5.0],
  "lumo_energy_ev": [1.3, 1.3],
  "charge": -1,
  "largest_force_ev_per_a": 1.29,
  "multiplicity": 4,
  "gap_ha": [0.2288, 0.2297],
  "species": ["Mn", "O", "C", "C", "C", "C", "C", "C", "C", "N", "N", "C", "O", "C", "C", "C", "C", "C", "C", "H", "H", "H", "H", "H", "H", "H", "H", "H", "H", "S", "C", "C", "N", "C", "S", "C", "N", "Cl", "Si", "Cl", "Cl"],
  "coordinates": [[-0.56141, -0.03505, -0.34811], [-1.17095, -1.33357, 0.77175], [-1.07518, -1.48540, 2.07769], [-1.62629, -2.63820, 2.64907], [-1.57430, -2.83776, 4.01190], [-0.97181, -1.90235, 4.85895], [-0.42711, -0.76679, 4.30508], [-0.46738, -0.54106, 2.92275], [0.11191, 0.67399, 2.40643], [0.18504, 0.97595, 1.16934], [0.79839, 2.19135, 0.84466], [0.81407, 2.29439, -0.44591], [0.31914, 1.40950, -1.26559], [1.42698, 3.49478, -1.06458], [1.60315, 4.66878, -0.33768], [2.17473, 5.77634, -0.94459], [2.57719, 5.71348, -2.27327], [2.40434, 4.54167, -2.99604], [1.82268, 3.43427, -2.39561], [-2.09007, -3.35482, 1.98482], [-2.01089, -3.73667, 4.43078], [-0.93646, -2.06656, 5.92707], [0.04728, -0.02341, 4.93696], [0.52761, 1.39986, 3.10247], [1.28547, 4.69577, 0.69627], [2.30203, 6.69342, -0.38267], [3.02259, 6.58056, -2.74582], [2.71626, 4.49185, -4.03177], [1.66784, 2.51547, -2.94560], [-2.65910, 1.22152, -0.20742], [-3.63028, 0.17752, -1.19842], [-5.05953, 0.38445, -1.13797], [-6.19295, 0.56696, -1.06595], [-3.12939, -0.76956, -2.01171], [-1.41604, -1.05729, -2.25615], [-4.01013, -1.58687, -2.80604], [-4.69975, -2.25613, -3.43975], [3.08318, -0.29903, 0.25402], [1.49234, -1.16428, -0.77030], [1.52378, -3.14845, -0.17870], [2.09115, -1.16233, -2.75186]]
}


(5)
{
  "formula": "C26H14CoN6OS2",
  "method": "ωB97M-V/def2-TZVPD",
  "s2": 3.81,
  "e_tot_ha": -3581.93823,
  "homo_ev": [-5.6, -7.9],
  "lumo_energy_ev": [-0.6, -1.1],
  "largest_force_ev_per_a": 3.70,
  "multiplicity": 4,
  "gap_ha": [0.1837, 0.2500],
  "species": ["Co", "O", "N", "C", "C", "C", "C", "C", "S", "H", "H", "H", "H", "S", "N", "C", "C", "C", "C", "C", "N", "C", "C", "N", "C", "C", "C", "C", "C", "N", "H", "H", "H", "H", "H", "H", "N", "C", "C", "C", "C", "C", "C", "C", "C", "C", "H", "H", "H", "H"],
  "coordinates": [[11.22518, 17.88565, 5.62759], [13.00088, 18.01485, 5.01299], [13.81460, 17.12775, 5.68406], [14.78595, 16.59006, 4.98142], [15.83477, 15.94316, 5.61325], [15.67265, 15.59274, 6.99497], [14.60074, 16.18478, 7.72663], [13.61950, 16.91288, 7.04842], [12.08955, 17.31356, 7.64970], [14.76789, 16.81114, 3.89392], [16.78413, 15.70511, 5.10633], [16.38931, 14.91050, 7.50515], [14.53439, 16.11093, 8.76168], [6.00393, 22.88409, 4.95627], [5.94528, 21.37342, 5.69827], [7.15098, 20.80324, 5.60372], [7.50219, 19.47699, 6.04495], [6.71063, 18.56917, 6.75105], [7.24006, 17.27868, 6.98417], [8.56910, 17.02976, 6.64258], [9.40638, 17.96455, 6.05695], [8.83266, 19.21675, 5.81987], [9.76561, 20.07031, 5.13503], [11.02960, 19.63644, 4.91424], [11.96614, 20.43686, 4.39296], [11.70024, 21.76827, 4.07928], [10.40852, 22.24275, 4.21177], [9.42492, 21.38947, 4.72260], [8.09310, 21.73138, 5.04400], [7.60964, 22.91195, 4.67480], [5.69796, 18.73730, 7.05989], [6.61278, 16.49134, 7.36642], [8.98186, 16.07518, 6.78234], [13.00207, 20.04088, 4.43292], [12.48061, 22.34062, 3.57083], [10.14672, 23.30671, 4.14012], [11.97460, 8.16326, 5.31522], [11.92116, 9.29937, 5.32276], [11.80153, 10.70396, 5.27824], [10.90336, 11.23535, 6.22175], [10.63538, 12.57021, 6.28478], [11.37105, 13.45164, 5.46592], [12.43745, 12.91579, 4.66742], [12.66616, 11.56759, 4.60076], [11.24476, 14.84245, 5.54589], [11.34484, 16.05468, 5.59803], [10.33661, 10.49858, 6.86569], [9.80106, 12.95556, 6.90231], [12.90333, 13.59704, 3.88072], [13.50604, 11.26889, 3.96573]]
}


(6)
{
  "formula": "C6H9N",
  "method": "ωB97M-V/def2-TZVPD",
  "e_tot_ha": -288.54830,
  "homo_ev": -8.5,
  "lumo_energy_ev": 0.5,
  "largest_force_ev_per_a": 0.84,
  "e_above_lowest_ev": 6.360,
  "gap_ha": 0.3298,
  "species": ["C", "C", "C", "C", "C", "N", "C", "H", "H", "H", "H", "H", "H", "H", "H", "H"],
  "coordinates": [[1.65472, -0.73770, 0.87865], [0.50748, -0.09533, 0.14692], [0.69721, 0.78698, -1.03459], [0.25780, 1.40320, 0.26412], [-1.79589, 0.45804, 0.20167], [-1.81797, -0.51160, -0.83434], [-0.88233, -0.71094, 0.24486], [1.39019, -0.93548, 1.92349], [2.51979, -0.06722, 0.88311], [1.95529, -1.68194, 0.41154], [1.71856, 1.08788, -1.25859], [0.08420, 0.72264, -1.93257], [-1.13563, 1.48921, 0.22168], [-2.67713, 0.68045, 0.78921], [-1.44367, -0.28052, -1.75036], [-1.03263, -1.60766, 0.84521]]
}


- Number 4 is which compound?
  C18H10Cl3MnN4O2S2Si